Molecular formula: C40H111N5O23
Method: DFT, wB97M-V/def2-TZVPD

Results
**Orbital gap (spin up / spin down)**: 9.1 / 3.2 eV
**ΔE to the lowest compared entry with this formula, charge and spin**: 0.0 kJ/mol
**Spin multiplicity**: 2
**Total charge**: +1
**Total energy**: -3594.20724 hartree
**HOMO (spin up / spin down)**: -0.41390 / -0.40892 Eh

Each line ends with the Löwdin charge.
CARTESIAN COORDINATES (ANGSTROEM)
1 C -5.619 -0.215 5.312  -0.03
2 C -5.711 -1.792 5.365  -0.38
3 C -5.663 -2.397 3.944  -0.17
4 O -6.712 -1.948 3.066  -0.17
5 C -6.722 -2.591 1.831  -0.14
6 N -4.630 -2.273 6.208  0.03
7 H -4.744 0.142 4.769  0.05
8 H -5.594 0.272 6.288  0.08
9 H -6.541 0.110 4.829  0.08
10 H -6.606 -2.095 5.908  0.14
11 H -5.687 -3.486 3.957  0.12
12 H -4.692 -2.160 3.510  0.11
13 H -7.583 -2.326 1.217  0.10
14 H -6.750 -3.674 1.947  0.08
15 H -5.853 -2.423 1.194  0.06
16 H -5.052 -2.026 7.091  0.10
17 H -4.589 -3.273 6.348  0.10
18 C 0.498 7.370 -1.584  -0.06
19 C 2.028 7.314 -1.552  -0.45
20 C 2.601 6.021 -2.255  -0.20
21 O 2.084 4.887 -1.637  -0.20
22 C 2.600 3.620 -2.131  -0.08
23 N 2.488 8.531 -2.095  0.06
24 H 0.161 8.324 -1.177  0.09
25 H 0.044 6.538 -1.047  0.06
26 H 0.155 7.324 -2.618  0.07
27 H 2.231 7.251 -0.483  0.12
28 H 3.687 6.109 -2.244  0.12
29 H 2.379 5.928 -3.318  0.12
30 H 2.825 3.613 -3.198  0.08
31 H 2.068 2.711 -1.851  0.06
32 H 3.542 3.542 -1.587  0.09
33 H 3.285 8.259 -2.652  0.07
34 H 1.737 8.761 -2.731  0.07
35 C -3.973 -2.373 -3.887  -0.04
36 C -3.548 -3.817 -3.579  -0.41
37 C -4.801 -4.633 -3.206  -0.19
38 O -5.575 -4.242 -2.078  -0.17
39 C -5.086 -4.715 -0.866  -0.12
40 N -2.834 -4.390 -4.725  0.04
41 H -4.499 -2.010 -3.004  0.08
42 H -4.542 -2.369 -4.817  0.09
43 H -3.161 -1.673 -4.082  0.06
44 H -2.788 -3.904 -2.802  0.13
45 H -4.642 -5.711 -3.201  0.13
46 H -5.543 -4.494 -3.992  0.13
47 H -5.586 -4.166 -0.068  0.06
48 H -4.064 -4.395 -0.664  0.07
49 H -5.216 -5.781 -0.676  0.10
50 H -3.474 -4.418 -5.505  0.09
51 H -2.553 -5.339 -4.523  0.09
52 C -1.542 -4.519 2.443  -0.25
53 C -1.564 -5.732 1.521  -0.22
54 O -2.871 -5.877 0.916  -0.08
55 O -2.268 -4.616 3.662  -0.06
56 H -2.000 -3.804 1.760  0.10
57 H -0.498 -4.248 2.595  0.12
58 H -1.152 -6.508 2.167  0.12
59 H -0.931 -5.656 0.637  0.11
60 H -3.446 -5.743 1.672  0.08
61 H -2.409 -3.730 4.004  0.02
62 C 0.969 5.755 1.821  -0.23
63 C 0.511 5.226 3.147  -0.25
64 O 1.606 5.129 4.060  -0.06
65 O 0.956 7.199 1.963  -0.07
66 H 0.344 5.326 1.037  0.10
67 H 1.962 5.416 1.526  0.12
68 H 0.043 4.246 3.064  0.09
69 H -0.268 5.860 3.570  0.12
70 H 1.355 5.479 4.918  0.08
71 H 1.760 7.514 2.382  0.09
72 C -1.338 -1.425 5.151  -0.20
73 C -0.688 -2.520 6.121  -0.20
74 O -1.353 -2.663 7.385  -0.07
75 O -2.479 -1.974 4.559  -0.13
76 H -0.653 -1.172 4.342  0.11
77 H -1.587 -0.504 5.678  0.11
78 H 0.377 -2.352 6.283  0.11
79 H -0.696 -3.452 5.556  0.10
80 H -1.285 -3.593 7.610  0.08
81 H -3.170 -1.966 5.225  0.01
82 C 4.928 -2.977 0.412  -0.30
83 C 6.172 -2.473 -0.177  -0.25
84 O 5.872 -1.295 -0.917  -0.08
85 O 5.104 -4.235 0.980  -0.02
86 H 4.161 -2.945 -0.362  0.12
87 H 4.636 -2.239 1.159  0.09
88 H 6.620 -3.238 -0.811  0.13
89 H 6.899 -2.123 0.556  0.12
90 H 5.647 -1.580 -1.806  0.09
91 H 5.956 -4.194 1.420  0.09
92 C 0.741 -4.642 -4.795  -0.24
93 C 0.519 -3.140 -5.052  -0.24
94 O -0.572 -2.590 -4.286  -0.12
95 O 1.929 -5.148 -5.391  -0.05
96 H -0.091 -5.309 -5.020  0.11
97 H 0.865 -4.693 -3.713  0.12
98 H 0.325 -2.912 -6.100  0.11
99 H 1.387 -2.557 -4.745  0.10
100 H -1.351 -3.092 -4.533  0.01
101 H 1.838 -5.152 -6.347  0.09
102 C 7.177 1.855 -0.469  -0.29
103 C 6.675 1.951 -1.867  -0.26
104 O 7.096 3.117 -2.556  -0.05
105 O 8.546 1.704 -0.308  -0.03
106 H 6.628 1.056 0.028  0.10
107 H 6.936 2.776 0.062  0.12
108 H 5.587 1.887 -1.879  0.10
109 H 7.022 1.048 -2.368  0.12
110 H 6.587 3.184 -3.367  0.08
111 H 8.729 1.693 0.635  0.09
112 C -3.274 3.432 4.499  -0.21
113 C -3.174 2.188 3.626  -0.23
114 O -2.412 2.451 2.431  -0.08
115 O -4.417 4.258 4.177  -0.07
116 H -2.352 3.993 4.351  0.11
117 H -3.323 3.239 5.571  0.12
118 H -4.168 1.816 3.379  0.11
119 H -2.686 1.329 4.088  0.10
120 H -3.058 2.782 1.803  0.08
121 H -5.243 3.775 4.257  0.08
122 C 4.810 1.223 2.818  -0.25
123 C 5.378 -0.182 2.941  -0.24
124 O 5.793 -0.405 4.290  -0.04
125 O 5.872 2.136 2.948  -0.06
126 H 4.097 1.438 3.614  0.13
127 H 4.323 1.350 1.851  0.09
128 H 6.022 -0.486 2.116  0.10
129 H 4.499 -0.785 2.711  0.10
130 H 6.567 0.160 4.357  0.08
131 H 5.470 2.762 3.554  0.09
132 C -2.576 -0.794 1.080  -0.08
133 O -1.285 -1.311 0.720  -0.23
134 C -1.127 -1.793 -0.664  -0.15
135 C 0.273 -2.489 -0.880  -0.15
136 N 1.476 -1.815 -0.336  -0.04
137 C 1.719 -0.540 -0.953  -0.22
138 C 2.740 0.268 -0.083  -0.15
139 O 2.176 0.495 1.242  -0.21
140 C 0.944 1.210 1.343  -0.08
141 H -3.370 -1.528 0.943  0.08
142 H -2.802 0.190 0.669  0.06
143 H -2.477 -0.559 2.140  0.07
144 H -1.295 -0.997 -1.390  0.10
145 H -1.906 -2.544 -0.800  0.10
146 H 0.478 -2.654 -1.937  0.09
147 H 0.260 -3.491 -0.450  0.11
148 H 1.219 -1.693 0.633  0.10
149 H 0.772 -0.039 -1.150  0.09
150 H 2.241 -0.767 -1.883  0.11
151 H 3.021 1.154 -0.651  0.09
152 H 3.627 -0.338 0.100  0.10
153 H 0.807 1.495 2.386  0.09
154 H 0.088 0.587 1.082  0.06
155 H 0.906 2.145 0.786  0.08
156 C 3.040 -0.611 -7.004  -0.04
157 O 2.598 0.610 -6.330  -0.20
158 C 1.712 0.478 -5.208  -0.18
159 C 1.113 1.858 -5.114  -0.11
160 N 0.320 1.898 -3.912  0.19
161 C -0.336 3.151 -3.697  -0.10
162 C -1.485 2.922 -2.640  -0.13
163 O -2.392 1.892 -3.145  -0.20
164 C -3.380 1.516 -2.224  -0.09
165 H 3.468 -0.314 -7.961  0.09
166 H 2.175 -1.260 -7.143  0.08
167 H 3.815 -1.105 -6.417  0.09
168 H 2.283 0.161 -4.336  0.13
169 H 0.953 -0.283 -5.392  0.12
170 H 0.477 2.221 -5.921  0.17
171 H 1.892 2.618 -5.065  0.14
172 H -0.438 1.235 -3.987  0.16
173 H -0.867 3.602 -4.536  0.17
174 H 0.367 3.905 -3.345  0.12
175 H -1.999 3.850 -2.389  0.14
176 H -1.071 2.499 -1.724  0.12
177 H -4.226 2.181 -2.052  0.10
178 H -2.915 1.369 -1.249  0.07
179 H -3.771 0.591 -2.649  0.09

Molecular formula: C40H114N18O8P6
Method: DFT, wB97M-V/def2-TZVPD

Results
**Orbital gap**: 7.1 eV
**Total charge**: 0
**Total energy**: -5226.20249 hartree
**HOMO**: -0.24855 Eh

Each line ends with the Löwdin charge.
CARTESIAN COORDINATES (ANGSTROEM)
1 O 4.542 1.468 1.096  -0.35
2 P 4.142 2.376 2.206  0.75
3 N 5.295 3.571 2.385  -0.30
4 C 4.981 5.042 2.348  -0.10
5 C 6.604 3.255 3.045  -0.07
6 N 3.807 1.748 3.859  -0.34
7 C 3.665 0.248 4.005  -0.05
8 C 3.783 2.571 5.145  -0.06
9 N 2.583 3.074 1.791  -0.16
10 C 1.791 3.964 2.650  -0.12
11 C 1.750 2.399 0.717  -0.16
12 H 5.895 5.512 1.983  0.07
13 H 4.759 5.506 3.309  0.07
14 H 4.192 5.211 1.615  0.07
15 H 7.344 4.019 2.808  0.08
16 H 6.891 2.272 2.670  0.08
17 H 6.334 3.256 4.101  0.06
18 H 3.021 -0.064 4.827  0.10
19 H 3.530 -0.207 3.024  0.08
20 H 4.624 -0.154 4.331  0.08
21 H 3.010 2.290 5.860  0.09
22 H 4.677 2.474 5.760  0.08
23 H 3.725 3.630 4.892  0.09
24 H 0.877 4.390 2.235  0.12
25 H 1.560 3.574 3.641  0.01
26 H 2.327 4.899 2.813  0.07
27 H 2.193 1.474 0.345  0.02
28 H 1.629 3.047 -0.151  0.19
29 H 0.838 2.003 1.163  0.09
30 O 3.598 -2.298 -2.794  -0.34
31 P 4.760 -2.007 -1.815  0.64
32 N 4.745 -0.439 -1.102  -0.21
33 C 3.384 0.173 -1.079  -0.15
34 C 5.630 0.098 0.005  -0.13
35 N 6.346 -2.075 -2.471  -0.32
36 C 6.911 -0.893 -3.155  -0.12
37 C 6.949 -3.361 -2.958  -0.08
38 N 4.825 -3.171 -0.536  -0.29
39 C 3.643 -3.796 0.082  -0.10
40 C 6.077 -3.338 0.306  -0.12
41 H 3.064 0.364 -0.055  0.05
42 H 2.642 -0.536 -1.447  0.07
43 H 3.292 1.003 -1.779  0.13
44 H 5.365 -0.246 1.005  0.07
45 H 5.513 1.180 0.058  0.04
46 H 6.698 -0.057 -0.154  0.07
47 H 6.177 -0.141 -3.443  0.07
48 H 7.473 -0.259 -2.468  0.06
49 H 7.508 -1.207 -4.011  0.07
50 H 6.941 -3.154 -4.028  0.07
51 H 7.983 -3.406 -2.616  0.08
52 H 6.198 -4.069 -2.608  0.07
53 H 2.755 -3.214 -0.165  0.06
54 H 3.571 -4.819 -0.287  0.08
55 H 3.798 -3.802 1.161  0.07
56 H 6.580 -4.292 0.151  0.07
57 H 5.847 -3.277 1.370  0.06
58 H 6.840 -2.560 0.266  0.06
59 O -3.508 -2.769 0.953  -0.32
60 P -4.511 -1.703 1.370  0.74
61 N -3.798 -0.224 2.034  -0.15
62 C -2.333 -0.235 2.390  -0.23
63 C -4.445 1.017 2.180  -0.17
64 N -5.590 -2.187 2.610  -0.32
65 C -4.993 -2.950 3.744  -0.08
66 C -6.722 -1.407 3.006  -0.13
67 N -5.473 -1.257 0.051  -0.26
68 C -4.950 -0.516 -1.122  -0.09
69 C -6.578 -2.078 -0.382  -0.11
70 H -2.085 0.362 3.267  0.01
71 H -1.752 0.050 1.512  -0.03
72 H -1.996 -1.245 2.626  0.07
73 H -4.104 1.848 1.562  0.08
74 H -4.430 1.353 3.216  0.02
75 H -5.468 0.929 1.815  0.08
76 H -4.507 -2.189 4.355  0.07
77 H -5.782 -3.561 4.183  0.08
78 H -4.322 -3.663 3.264  0.08
79 H -7.431 -1.259 2.191  0.07
80 H -7.132 -1.701 3.972  0.09
81 H -6.343 -0.393 3.134  0.05
82 H -5.766 0.020 -1.606  0.10
83 H -4.441 0.437 -0.974  0.07
84 H -4.460 -1.114 -1.890  0.06
85 H -7.193 -2.413 0.453  0.06
86 H -6.138 -2.985 -0.798  0.09
87 H -7.254 -1.547 -1.052  0.09
88 O -3.447 -4.502 -3.718  -0.33
89 P -2.454 -3.347 -3.732  0.67
90 N -2.844 -2.219 -4.914  -0.25
91 C -4.010 -1.431 -4.768  -0.16
92 C -2.655 -2.739 -6.309  -0.08
93 N -0.784 -3.816 -4.074  -0.29
94 C -0.267 -5.179 -3.775  -0.09
95 C 0.168 -2.780 -4.285  -0.18
96 N -2.311 -2.538 -2.211  -0.21
97 C -2.781 -3.183 -0.998  -0.15
98 C -1.568 -1.246 -2.033  -0.12
99 H -4.898 -1.806 -5.277  0.12
100 H -3.666 -0.426 -5.015  0.02
101 H -4.301 -1.249 -3.734  0.06
102 H -2.882 -1.909 -6.977  0.08
103 H -3.211 -3.614 -6.646  0.08
104 H -1.621 -3.062 -6.428  0.07
105 H -0.301 -5.384 -2.705  0.07
106 H -0.882 -5.924 -4.279  0.07
107 H 0.768 -5.392 -4.045  0.08
108 H 0.849 -2.840 -3.436  0.08
109 H 0.847 -2.894 -5.129  0.10
110 H -0.291 -1.792 -4.274  -0.03
111 H -3.815 -3.500 -1.130  0.08
112 H -2.127 -3.855 -0.442  0.09
113 H -2.896 -2.392 -0.258  -0.01
114 H -1.681 -0.707 -2.974  0.04
115 H -0.491 -1.360 -1.912  0.07
116 H -2.061 -0.476 -1.440  -0.03
117 O -0.398 2.381 5.838  -0.28
118 P -0.773 1.337 4.869  0.64
119 N 0.494 0.990 3.738  -0.16
120 C 0.235 0.332 2.440  -0.05
121 C 1.650 1.943 3.885  -0.20
122 N -2.208 1.677 4.033  -0.34
123 C -3.453 1.668 4.812  -0.08
124 C -2.146 2.711 3.075  -0.11
125 N -1.110 -0.265 5.519  -0.26
126 C -0.701 -0.665 6.892  -0.11
127 C -1.882 -1.391 4.728  -0.08
128 H -0.704 -0.219 2.394  0.06
129 H 1.012 -0.420 2.307  0.13
130 H 0.333 1.120 1.693  0.07
131 H 1.861 2.048 4.949  0.06
132 H 1.282 2.935 3.623  -0.04
133 H 2.580 1.692 3.374  -0.05
134 H -3.691 0.698 5.250  0.10
135 H -3.258 2.341 5.647  0.09
136 H -4.269 2.071 4.214  0.07
137 H -1.660 2.386 2.155  0.08
138 H -3.125 2.952 2.662  0.08
139 H -1.848 3.694 3.441  0.10
140 H 0.375 -0.495 6.935  0.07
141 H -1.344 -0.089 7.556  0.08
142 H -0.891 -1.729 7.031  0.07
143 H -1.240 -2.086 4.186  0.09
144 H -2.647 -1.015 4.048  0.02
145 H -2.319 -2.015 5.507  0.07
146 O 0.469 1.921 -2.695  -0.25
147 P -0.755 1.820 -3.495  0.75
148 N -1.345 3.415 -3.857  -0.29
149 C -0.497 4.597 -3.779  -0.13
150 C -2.709 3.829 -4.008  -0.14
151 N -2.078 0.814 -2.870  -0.24
152 C -3.324 0.294 -3.502  -0.12
153 C -2.134 0.772 -1.381  -0.19
154 N -0.656 1.075 -5.119  -0.27
155 C -0.173 1.846 -6.309  -0.10
156 C -0.106 -0.257 -5.240  -0.16
157 H 0.015 4.797 -4.721  0.08
158 H 0.265 4.544 -3.001  0.07
159 H -0.951 5.520 -3.420  0.08
160 H -3.269 3.030 -4.494  0.07
161 H -2.855 4.695 -4.654  0.08
162 H -3.203 4.115 -3.079  0.08
163 H -3.246 0.066 -4.565  0.02
164 H -3.562 -0.569 -2.879  0.02
165 H -4.106 0.990 -3.200  0.12
166 H -1.939 1.776 -1.006  0.12
167 H -3.061 0.535 -0.859  0.10
168 H -1.395 0.029 -1.078  0.07
169 H -0.267 1.303 -7.249  0.08
170 H -0.792 2.736 -6.425  0.06
171 H 0.857 2.122 -6.085  0.08
172 H 0.970 -0.278 -5.063  0.11
173 H -0.434 -0.921 -6.040  0.10
174 H -0.443 -0.774 -4.342  0.00
175 O -1.894 1.199 1.032  0.00
176 C -0.942 0.790 0.511  -0.56
177 O -0.595 -0.526 0.513  -0.04
178 C 0.510 -0.785 -0.241  -0.15
179 C 1.284 0.419 -0.423  -0.22
180 C 0.255 1.512 -0.158  -0.13
181 H 0.176 -1.120 -1.223  0.07
182 H 1.000 -1.645 0.216  0.16
183 H 1.861 0.559 -1.338  0.08
184 H 2.035 0.581 0.350  0.05
185 H -0.213 1.944 -1.042  0.10
186 H 0.727 2.342 0.369  -0.07

Number 1: M 1030.34 u. Number 2: M 1161.31 u.